Density functional theory data (wB97M-V/def2-TZVPD) for C3H4AgO3 as an isolated structure at a distorted geometry.

Geometry (Å):
C -2.700740 1.019520 -0.255285
C -2.466094 -0.161791 0.336207
O -1.349026 -0.939760 0.053879
C -0.123348 -0.551583 0.277151
O 0.142236 0.728590 0.459306
O 0.842273 -1.279900 0.050940
H -2.431142 1.154583 -1.305683
H -3.055901 -0.602028 1.139593
H -3.535846 1.602513 0.136663
Ag 2.359763 0.182408 0.477159
H -0.717286 1.360127 0.357151

Forces on the atoms, in the same order (eV/Å):
C -2.153 1.373 -1.901
C 2.978 -3.337 1.577
O -3.948 0.293 0.822
C 4.070 -0.931 -2.649
O -4.017 2.812 0.281
O -2.950 0.175 1.097
H 0.465 0.404 0.122
H -0.436 -0.201 -0.270
H 0.325 0.400 0.090
Ag 2.765 0.550 0.235
H 2.899 -1.538 0.595

E = -488.5359 a.u.
total charge = +2
gap between HOMO and LUMO (alpha / beta) = 9.1 / 5.1 eV
2S+1 = 2
energy above the lowest of the compared OMol25 structures with the same formula, charge and spin = 112.02 kJ/mol